Record 1
Formula: C28H38GeN3OReS2Te
Source: the Open Molecules 2025 dataset
Level of theory: ωB97M-V with the def2-TZVPD basis set

Last column: Löwdin charge in e.
Cartesian coordinates (Å):
Re (-0.7192, -0.3769, -1.2146)  0.8825
C (0.5066, 2.0364, 0.3199)  -0.0773
N (-0.6481, 1.1106, 0.4457)  -0.2496
C (-0.4482, 0.3261, 1.7146)  -0.1439
C (-1.2859, -0.9385, 1.7409)  -0.1856
N (-0.8408, -1.8441, 0.6652)  -0.2685
C (0.4284, -2.5066, 1.0544)  -0.0585
C (-1.7785, -2.8968, 0.3146)  -0.3284
C (-2.5858, -3.4932, 1.2687)  -0.0352
C (-3.3981, -4.5672, 0.9296)  -0.1001
C (-3.3741, -5.0547, -0.3678)  -0.1068
C (-2.5638, -4.4601, -1.3227)  -0.1199
C (-1.7609, -3.3651, -1.0099)  -0.6151
S (-0.7578, -2.5771, -2.2260)  0.5851
C (-1.9270, 1.8413, 0.5363)  -0.2745
C (-2.0052, 3.0314, 1.2495)  -0.0450
C (-3.2071, 3.7120, 1.3668)  -0.0993
C (-4.3489, 3.1863, 0.7788)  -0.1029
C (-4.2795, 1.9965, 0.0783)  -0.1257
C (-3.0734, 1.3033, -0.0651)  -0.5679
S (-3.0116, -0.1737, -1.0248)  0.6538
H (0.6673, 2.5996, 1.2421)  0.0856
H (1.4039, 1.4533, 0.1345)  0.0223
H (0.3161, 2.7171, -0.5067)  0.0770
H (0.6197, 0.1078, 1.7952)  0.0513
H (-0.7151, 0.9661, 2.5605)  0.1340
H (-1.1797, -1.4132, 2.7240)  0.1255
H (-2.3373, -0.7046, 1.5724)  0.1019
H (0.7174, -3.1793, 0.2500)  0.0744
H (1.2268, -1.7876, 1.2177)  0.0044
H (0.2640, -3.0858, 1.9701)  0.1027
H (-2.5882, -3.1170, 2.2842)  0.1071
H (-4.0403, -5.0178, 1.6755)  0.0927
H (-4.0019, -5.8930, -0.6450)  0.0942
H (-2.5659, -4.8236, -2.3429)  0.0947
H (-1.1201, 3.4415, 1.7159)  0.1061
H (-3.2473, 4.6455, 1.9131)  0.0950
H (-5.2942, 3.7094, 0.8594)  0.0969
H (-5.1641, 1.5859, -0.3941)  0.0982
Te (3.7402, -0.0585, 1.5969)  0.6258
C (5.0496, -0.0964, 3.2570)  -0.7408
C (5.6772, 1.0671, 3.7116)  -0.1922
C (6.5280, 1.0516, 4.8081)  -0.1265
C (6.7820, -0.1335, 5.4871)  -0.1359
C (6.1697, -1.2999, 5.0468)  -0.1270
C (5.3193, -1.2793, 3.9501)  -0.1909
H (5.4908, 1.9993, 3.1923)  0.0712
H (6.9960, 1.9744, 5.1336)  0.0878
H (7.4446, -0.1466, 6.3441)  0.0833
H (6.3555, -2.2362, 5.5620)  0.0879
H (4.8508, -2.1988, 3.6203)  0.0722
C (2.9490, -2.4022, -1.4372)  -0.0210
C (2.3057, -1.0810, -1.7042)  -0.5855
N (2.6614, -0.4171, -2.8117)  0.2069
O (1.4924, -0.5717, -0.9167)  -0.2183
H (3.8471, -2.5474, -2.0354)  0.0816
H (2.2073, -3.1711, -1.6667)  0.0680
H (3.2071, -2.4342, -0.3786)  0.0305
H (3.2019, -0.8695, -3.5261)  0.1128
H (2.1164, 0.3977, -3.0511)  0.0931
C (-1.4803, 3.7624, -2.5346)  -0.2158
Ge (-1.6272, 2.0903, -3.5712)  0.7231
C (-3.5422, 1.7359, -3.8261)  -0.2415
C (-0.8829, 2.4688, -5.3640)  -0.2455
C (-0.5894, 0.6260, -2.8054)  -0.4996
H (-1.8315, 4.5870, -3.1596)  0.0131
H (-0.4545, 3.9777, -2.2343)  0.0060
H (-2.1029, 3.7192, -1.6387)  0.0015
H (-3.9131, 2.3799, -4.6276)  0.0104
H (-4.1027, 1.9495, -2.9160)  -0.0110
H (-3.7147, 0.6943, -4.0924)  0.0133
H (-1.3822, 3.3362, -5.8012)  0.0067
H (-1.0349, 1.6154, -6.0271)  0.0109
H (0.1873, 2.6791, -5.3182)  0.0064
H (0.1972, 0.3369, -3.5245)  -0.0423

Values from the calculation:
energy relative to the best compared isomer or geometry (same formula, charge and spin): 0.0 kcal per mole
HOMO (alpha / beta): -0.1264 / -0.1264 hartree
2S+1: 2
expectation value of S²: 0.78
charge: -1

=====

Record 2
Formula: C28H38N3O3PdSi
Source: the Open Molecules 2025 dataset
Level of theory: ωB97M-V with the def2-TZVPD basis set

Last column: Löwdin charge in e.
Cartesian coordinates (Å):
Pd (-0.3445, 0.1695, 0.0141)  0.9195
C (-0.2910, 2.1965, 0.4176)  -0.3199
Si (-1.8686, 2.4161, 1.3002)  0.5862
C (-1.8319, 0.9789, 2.5396)  -0.2109
N (-1.1756, -0.2159, 1.9152)  -0.2709
C (-0.1519, -0.7852, 2.8218)  -0.2004
C (-0.7310, -1.2887, 4.1461)  -0.1756
C (-2.0510, -2.0516, 3.9292)  -0.1932
C (-2.1792, -2.4710, 2.4695)  -0.1772
C (-2.2059, -1.2620, 1.5443)  -0.1713
C (-3.3372, 2.3682, 0.1300)  -0.2525
C (-3.1580, 2.6614, -1.2220)  -0.0966
C (-4.2304, 2.6703, -2.1038)  -0.0942
C (-5.5065, 2.3733, -1.6477)  -0.1015
C (-5.7058, 2.0707, -0.3079)  -0.0926
C (-4.6298, 2.0750, 0.5676)  -0.1000
C (-2.0778, 4.0020, 2.3309)  -0.2236
C (-3.0115, 4.9875, 2.0015)  -0.0928
C (-3.1038, 6.1703, 2.7253)  -0.1013
C (-2.2617, 6.3937, 3.8047)  -0.1137
C (-1.3238, 5.4300, 4.1513)  -0.1056
C (-1.2368, 4.2543, 3.4196)  -0.1070
H (0.5710, 2.2906, 1.0914)  -0.0020
H (-0.1051, 2.8154, -0.4608)  -0.0032
H (-2.8066, 0.7000, 2.9487)  0.0812
H (-1.2333, 1.3078, 3.3948)  0.0715
H (0.6002, -0.0124, 2.9911)  0.1200
H (0.3186, -1.5879, 2.2568)  0.0835
H (-0.8835, -0.4627, 4.8452)  0.0940
H (0.0171, -1.9429, 4.6021)  0.1061
H (-2.8995, -1.4124, 4.1932)  0.1008
H (-2.1016, -2.9215, 4.5878)  0.0986
H (-3.0928, -3.0456, 2.3019)  0.1139
H (-1.3413, -3.1113, 2.1829)  0.1098
H (-3.1811, -0.7728, 1.5709)  0.1151
H (-2.0312, -1.5816, 0.5203)  0.0825
H (-2.1596, 2.8555, -1.5979)  0.0972
H (-4.0636, 2.8867, -3.1529)  0.0997
H (-6.3429, 2.3624, -2.3366)  0.0943
H (-6.6963, 1.8165, 0.0493)  0.0957
H (-4.8021, 1.8339, 1.6127)  0.0999
H (-3.6802, 4.8243, 1.1636)  0.0940
H (-3.8367, 6.9184, 2.4464)  0.0945
H (-2.3332, 7.3140, 4.3718)  0.0917
H (-0.6587, 5.5978, 4.9904)  0.0936
H (-0.4859, 3.5204, 3.6967)  0.0938
C (-4.8007, -0.4296, -4.6307)  -0.0461
N (-3.5301, -0.1839, -3.9835)  -0.0669
C (-2.4714, 0.3452, -4.6508)  -0.0912
C (-1.3039, 0.5837, -4.0307)  -0.0049
C (-1.2242, 0.2808, -2.6134)  -0.5091
O (-0.1391, 0.5519, -2.0044)  -0.1625
N (-2.2667, -0.2454, -1.9728)  0.1813
C (-3.4258, -0.5201, -2.6064)  -0.5312
O (-4.4143, -1.0274, -2.0863)  0.0122
H (-4.7662, -0.0252, -5.6423)  0.0783
H (-5.6023, 0.0472, -4.0676)  0.0807
H (-5.0177, -1.4977, -4.6696)  0.0886
H (-2.6310, 0.5570, -5.7014)  0.1145
H (-0.4526, 1.0006, -4.5459)  0.0995
C (0.9735, -3.9746, -0.7428)  -0.0620
C (1.2769, -2.4937, -0.4632)  -0.7710
C (2.4197, -2.4124, 0.5692)  -0.0674
C (1.7575, -1.8387, -1.7642)  -0.0669
O (0.1334, -1.9079, 0.0475)  -0.3324
H (1.8537, -4.5160, -1.1056)  0.0680
H (0.1790, -4.0422, -1.4886)  0.0752
H (0.6179, -4.4502, 0.1749)  0.0685
H (3.3411, -2.8844, 0.2129)  0.0676
H (2.1121, -2.9070, 1.4953)  0.0665
H (2.6257, -1.3617, 0.7917)  0.0719
H (2.6595, -2.3292, -2.1456)  0.0719
H (1.9698, -0.7825, -1.5958)  0.0622
H (0.9726, -1.8993, -2.5199)  0.0737

Values from the calculation:
energy relative to the best compared isomer or geometry (same formula, charge and spin): 7.5 kcal per mole
HOMO: -0.1551 hartree
2S+1: 1
charge: -1

=====

Record 3
Formula: C28H38N9O3PS2TeTl
Source: the Open Molecules 2025 dataset
Level of theory: ωB97M-V with the def2-TZVPD basis set

Last column: Löwdin charge in e.
Cartesian coordinates (Å):
Tl (-1.4568, -1.1550, -0.8498)  0.6322
O (-1.9240, -5.2635, 1.3344)  -0.0289
C (-1.7353, -4.0897, 0.9616)  -0.5531
N (-2.0116, -3.5807, -0.2323)  -0.0903
C (-2.5908, -4.5801, -1.0933)  -0.2248
C (-2.8509, -4.1348, -2.5080)  -0.2802
C (-3.3174, -5.0720, -3.4379)  -0.0336
C (-3.5382, -4.6857, -4.7417)  -0.0800
C (-3.2906, -3.3642, -5.1023)  -0.0806
C (-2.8387, -2.5046, -4.1214)  -0.1487
N (-2.6249, -2.8745, -2.8576)  0.0379
C (-1.1410, -3.1288, 1.9754)  -0.2134
C (-0.8113, -3.6022, 3.2382)  -0.0198
C (-0.2813, -2.7189, 4.1654)  -0.0700
C (-0.1001, -1.3928, 3.8101)  -0.0710
C (-0.4524, -1.0008, 2.5278)  -0.1603
N (-0.9575, -1.8522, 1.6342)  0.0193
H (-3.5407, -4.9567, -0.6839)  0.1314
H (-1.9604, -5.4814, -1.1362)  0.1124
H (-3.4914, -6.0923, -3.1183)  0.1160
H (-3.8946, -5.3996, -5.4742)  0.1009
H (-3.4447, -3.0126, -6.1135)  0.0950
H (-2.6346, -1.4624, -4.3487)  0.1045
H (-0.9872, -4.6468, 3.4511)  0.1079
H (-0.0178, -3.0627, 5.1590)  0.1008
H (0.3031, -0.6548, 4.4897)  0.0773
H (-0.3250, 0.0286, 2.2064)  0.0080
N (2.3914, -2.9377, 1.6278)  0.1715
C (2.5381, -1.6077, 1.4537)  -0.4621
N (2.9953, -0.9028, 2.4894)  0.1827
C (3.1331, 0.3994, 2.2521)  -0.4571
N (3.5631, 1.1891, 3.2760)  0.1382
N (2.8921, 1.0049, 1.0789)  0.1863
C (2.4303, 0.1999, 0.1348)  -0.2971
N (2.2310, -1.1050, 0.2459)  0.1583
C (2.1175, 0.8350, -1.1835)  -0.2348
C (2.5644, 2.1218, -1.4630)  -0.0243
C (2.2308, 2.6862, -2.6793)  -0.0669
C (1.4605, 1.9540, -3.5701)  -0.0594
C (1.0716, 0.6763, -3.2010)  -0.1512
N (1.3969, 0.1204, -2.0408)  0.0785
H (2.3766, -3.2718, 2.5752)  0.0975
H (1.8924, -3.4537, 0.9187)  0.0010
H (3.4038, 0.7555, 4.1723)  0.0879
H (3.1626, 2.1161, 3.2204)  0.0363
H (3.1448, 2.6492, -0.7219)  0.1005
H (2.5527, 3.6911, -2.9229)  0.1039
H (1.1619, 2.3619, -4.5267)  0.0981
H (0.4623, 0.0672, -3.8632)  0.1052
C (2.7468, -2.7626, -2.8805)  -0.4511
Te (1.0329, -3.3659, -1.7729)  1.1783
C (0.5186, -4.9446, -3.1248)  -0.4447
H (2.4505, -2.3358, -3.8360)  -0.0055
H (3.4109, -3.6116, -3.0295)  -0.0072
H (3.2373, -2.0009, -2.2789)  -0.0228
H (1.4043, -5.5354, -3.3505)  -0.0072
H (0.0892, -4.5427, -4.0405)  -0.0039
H (-0.2148, -5.5801, -2.6332)  -0.0201
C (-2.7612, 6.0027, 2.1991)  -0.0527
C (-2.6493, 4.5559, 1.7592)  -0.5148
C (-3.9834, 3.8420, 1.6873)  -0.0547
O (-1.8328, 3.8673, 2.7252)  -0.3354
P (-0.4512, 3.1927, 2.2473)  -0.1633
S (0.3933, 2.3766, 3.8255)  0.2277
S (-0.7170, 2.1006, 0.6144)  0.2091
O (0.3217, 4.5703, 1.8381)  -0.3355
C (1.6385, 4.4608, 1.2781)  -0.5241
C (1.6220, 5.1647, -0.0645)  -0.0596
C (2.6263, 5.0691, 2.2564)  -0.0559
H (-3.3750, 6.5696, 1.4951)  0.0760
H (-1.7703, 6.4532, 2.2485)  0.0733
H (-3.2204, 6.0605, 3.1882)  0.0808
H (-2.1623, 4.5028, 0.7823)  0.0973
H (-4.4598, 3.8391, 2.6701)  0.0818
H (-3.8299, 2.8120, 1.3668)  0.0683
H (-4.6466, 4.3403, 0.9764)  0.0771
H (1.8739, 3.4018, 1.1286)  0.0731
H (1.3325, 6.2104, 0.0656)  0.0807
H (0.9037, 4.6780, -0.7247)  0.0677
H (2.6119, 5.1349, -0.5281)  0.0734
H (2.4144, 6.1318, 2.3955)  0.0792
H (3.6496, 4.9626, 1.8867)  0.0796
H (2.5384, 4.5720, 3.2229)  0.0528

Values from the calculation:
energy relative to the best compared isomer or geometry (same formula, charge and spin): 0.0 kcal per mole
HOMO: -0.1752 hartree
2S+1: 1
charge: -1

=====

> What is the formula in the first record?

C28H38GeN3OReS2Te